Computed, not measured: a structure of composition C33H89N8O11Ti at a distorted geometry, with ωB97M-V/def2-TZVPD.

Atoms and positions in Å:
Ti (-2.050, -1.993, -1.205)
O (-0.259, -0.032, 2.003)
C (-0.707, -0.850, 1.053)
O (-1.374, -1.882, 1.289)
O (-0.343, -0.521, -0.067)
H (0.122, 0.610, 1.400)
C (1.733, 3.659, -4.901)
C (0.550, 2.715, -4.685)
C (-0.106, 2.808, -3.263)
O (0.895, 2.720, -2.184)
C (0.273, 2.851, -0.928)
N (-0.403, 2.873, -5.721)
H (1.434, 4.681, -5.131)
H (2.299, 3.385, -5.791)
H (2.437, 3.541, -4.077)
H (0.920, 1.701, -4.838)
H (-0.826, 1.990, -3.242)
H (-0.608, 3.770, -3.155)
H (-0.578, 2.182, -0.795)
H (-0.023, 3.882, -0.736)
H (0.990, 2.600, -0.147)
H (-0.049, 2.622, -6.634)
H (-1.191, 2.245, -5.639)
C (1.273, -3.744, -1.714)
C (0.548, -3.410, -2.984)
C (1.109, -4.204, -4.182)
O (0.380, -3.787, -5.273)
C (0.424, -4.677, -6.367)
N (-0.896, -3.620, -2.729)
H (1.027, -2.966, -0.991)
H (2.354, -3.661, -1.826)
H (1.016, -4.719, -1.300)
H (0.734, -2.377, -3.276)
H (0.919, -5.272, -4.076)
H (2.127, -3.899, -4.423)
H (1.393, -4.474, -6.824)
H (-0.289, -4.480, -7.168)
H (0.372, -5.716, -6.042)
H (-1.121, -4.562, -2.443)
H (-1.026, -3.740, -3.723)
C (-2.838, 3.836, 3.094)
C (-1.817, 2.835, 2.551)
C (-0.359, 3.344, 2.605)
O (-0.336, 4.683, 2.065)
C (0.907, 5.296, 1.850)
N (-2.022, 1.677, 3.352)
H (-3.791, 3.388, 3.377)
H (-2.916, 4.669, 2.395)
H (-2.468, 4.261, 4.027)
H (-2.125, 2.624, 1.527)
H (0.297, 2.685, 2.036)
H (-0.078, 3.495, 3.647)
H (1.557, 4.564, 1.372)
H (1.354, 5.748, 2.736)
H (0.874, 6.104, 1.119)
H (-3.013, 1.551, 3.497)
H (-1.615, 0.846, 2.946)
C (-0.664, -5.572, 2.851)
C (0.144, -4.436, 3.474)
C (1.429, -3.979, 2.602)
O (2.147, -2.948, 3.288)
C (2.918, -3.414, 4.388)
N (-0.740, -3.305, 3.735)
H (-1.511, -5.798, 3.499)
H (0.034, -6.405, 2.770)
H (-1.006, -5.367, 1.837)
H (0.447, -4.795, 4.458)
H (1.159, -3.345, 1.757)
H (2.040, -4.814, 2.261)
H (2.345, -3.763, 5.247)
H (3.579, -2.652, 4.800)
H (3.602, -4.210, 4.092)
H (-0.928, -2.822, 2.868)
H (-0.177, -2.558, 4.116)
C (3.917, -0.620, 1.729)
C (3.393, 0.288, 2.872)
C (3.349, 1.822, 2.451)
O (4.699, 2.280, 2.309)
C (4.603, 3.655, 1.815)
N (2.174, -0.209, 3.478)
H (3.096, -1.144, 1.239)
H (4.421, -1.445, 2.233)
H (4.620, -0.130, 1.056)
H (4.038, 0.141, 3.739)
H (2.788, 2.334, 3.233)
H (2.741, 1.869, 1.548)
H (5.570, 4.151, 1.727)
H (3.901, 4.225, 2.424)
H (4.188, 3.789, 0.816)
H (2.285, -1.208, 3.388)
H (1.403, -0.066, 2.842)
C (-3.558, 0.585, -0.186)
C (-3.581, 0.814, -1.701)
C (-3.798, 2.288, -2.101)
O (-3.477, 2.409, -3.533)
C (-3.606, 3.678, -4.136)
N (-2.381, 0.179, -2.322)
H (-3.727, -0.464, 0.058)
H (-4.390, 1.085, 0.309)
H (-2.631, 0.913, 0.286)
H (-4.382, 0.237, -2.162)
H (-3.233, 3.000, -1.499)
H (-4.809, 2.647, -1.910)
H (-3.534, 3.676, -5.223)
H (-2.867, 4.408, -3.806)
H (-4.599, 3.996, -3.821)
H (-1.530, 0.417, -1.834)
H (-2.221, 0.766, -3.129)
C (3.512, -0.269, -4.045)
C (3.276, -0.305, -2.529)
C (3.989, 0.854, -1.844)
O (5.416, 0.757, -2.182)
C (6.306, 1.484, -1.345)
N (1.837, -0.169, -2.323)
H (3.186, 0.600, -4.617)
H (2.915, -1.052, -4.512)
H (4.548, -0.415, -4.348)
H (3.579, -1.254, -2.084)
H (3.890, 0.998, -0.768)
H (3.565, 1.753, -2.292)
H (5.891, 2.353, -0.834)
H (7.016, 1.973, -2.011)
H (6.787, 0.900, -0.560)
H (1.728, 0.795, -2.043)
H (1.492, -0.619, -1.488)
C (-5.759, -2.911, 3.640)
C (-4.748, -2.131, 2.877)
C (-3.884, -1.248, 3.845)
O (-4.583, -0.269, 4.504)
C (-5.382, 0.661, 3.825)
N (-3.987, -3.153, 2.188)
H (-6.460, -3.411, 2.971)
H (-6.357, -2.296, 4.313)
H (-5.352, -3.686, 4.290)
H (-5.150, -1.423, 2.153)
H (-2.944, -0.949, 3.380)
H (-3.587, -1.867, 4.692)
H (-4.824, 1.158, 3.031)
H (-5.703, 1.420, 4.538)
H (-6.238, 0.121, 3.420)
H (-3.273, -2.664, 1.667)
H (-3.472, -3.773, 2.797)

LUMO energy (spin up / spin down), eV: 0.25 / 0.10
2S+1: 4
Frontier orbital gap (spin up / spin down), eV: 5.52 / 8.35
Energy relative to the best compared isomer or geometry (same formula, charge and spin), kJ/mol: 246.11
Largest force on an atom, eV/Å: 3.54
E_tot, Ha: -3425.593601
Charge: 0